[1]
This record from the Open Molecules 2025 dataset describes a single C2H3N3O2 molecule at a distorted geometry. The level of theory is wB97M-V/def2-TZVPD.

The multiplicity is 1. The HOMO energy is -10.8 eV. Its relative energy (zero: lowest compared OMol25 entry of this formula, charge and spin) is 337.9 kJ/mol. Its net charge is 0. Its SMILES is N#CONC(N)=O.

Element x y z (Å)
N: -1.061 -1.004 2.957
C: -0.319 -1.117 2.076
O: 0.518 -1.348 1.174
N: 0.195 -0.740 -0.228
C: 0.363 0.623 -0.351
N: -0.295 1.052 -1.536
O: 0.889 1.304 0.516
H: 0.723 -1.307 -0.805
H: -0.873 0.475 -2.165
H: -0.141 2.061 -1.638

Cartesian forces, eV/Å:
N 0.3057 0.0655 -0.3290
C -2.0084 0.5169 1.4083
O 1.9507 0.6692 -3.6892
N -1.8856 -1.3989 3.3357
C -0.5146 1.5943 0.2974
N 1.5409 0.5088 1.6349
O -0.9034 -0.3566 -1.7114
H 1.3244 -1.4445 -1.3034
H 0.6686 0.6878 0.9312
H -0.4783 -0.8423 -0.5746

=====

[2]
This record from the Open Molecules 2025 dataset describes a 2-piece molecular cluster, C5H14NO3 overall at a distorted geometry. The level of theory is wB97M-V/def2-TZVPD.

The multiplicity is 1. The HOMO energy is -2.9 eV. Its relative energy (zero: lowest compared OMol25 entry of this formula, charge and spin) is 128.7 kJ/mol. Its net charge is -1.

Element x y z (Å)
C: -0.860 -0.148 -0.106
N: -0.238 -1.055 -1.019
C: -0.547 -0.701 -2.521
O: 0.150 0.315 -2.976
C: -0.034 0.117 1.162
C: 1.077 1.170 0.902
C: 1.061 2.313 1.959
O: 2.365 0.536 0.924
H: -1.087 0.839 -0.529
H: -1.836 -0.551 0.229
H: 0.776 -0.972 -1.035
H: -1.653 -0.517 -2.478
H: -0.285 -1.666 -3.022
H: 0.471 -0.779 1.518
H: -0.725 0.520 1.904
H: 0.975 1.631 -0.073
H: 0.188 2.302 2.601
H: 1.949 2.231 2.599
H: 1.121 3.297 1.512
H: 2.536 0.240 1.827
H: -1.086 -2.883 -1.391
H: -2.492 -2.789 -0.896
O: -1.827 -3.452 -1.089

Cartesian forces, eV/Å:
C -0.2033 -0.0712 0.9772
N 0.1719 -0.4167 -1.2832
C 0.6931 0.4813 0.6428
O -0.0983 0.1401 0.0678
C 0.0699 0.9389 -0.8496
C 0.0154 -0.0102 1.3414
C 0.4432 -0.2522 -0.0115
O 0.1843 0.1716 -0.2927
H 0.0761 0.0507 -0.3351
H 0.1983 -0.0571 -0.1950
H -0.0854 0.3049 0.3658
H -0.1098 -0.4488 -0.2423
H -0.5212 -0.0699 -0.0813
H -0.2820 -0.2356 0.1350
H 0.0716 -0.2154 0.2675
H 0.0297 -0.3365 -0.3791
H -0.2245 -0.0775 0.0620
H -0.1624 -0.0584 -0.0238
H -0.0011 0.2346 -0.2572
H -0.1484 0.0210 -0.1463
H -0.0901 0.0265 0.4994
H -0.1131 0.0697 0.0571
O 0.0859 -0.1898 -0.3191

=====

[3]
This record from the Open Molecules 2025 dataset describes a 2-piece molecular cluster, C6H12N2 overall at a distorted geometry. The level of theory is wB97M-V/def2-TZVPD.

The multiplicity is 1. The HOMO energy is -8.4 eV. Its relative energy (zero: lowest compared OMol25 entry of this formula, charge and spin) is 38.2 kJ/mol. Its net charge is 0. Its SMILES is Cc1c[nH]cn1.CC.

Element x y z (Å)
C: 1.500 -0.801 1.361
C: 1.244 -0.407 -0.018
C: 0.143 -0.839 -0.715
N: 0.170 -0.210 -1.924
C: 1.360 0.546 -1.944
N: 1.970 0.449 -0.811
H: 1.171 -0.118 2.152
H: 2.600 -0.827 1.467
H: 1.026 -1.762 1.583
H: -0.665 -1.447 -0.358
H: -0.390 -0.424 -2.726
H: 1.639 1.017 -2.861
C: -2.293 0.527 0.817
C: -2.811 0.605 2.223
H: -2.880 1.050 0.048
H: -1.318 1.011 0.775
H: -2.230 -0.474 0.400
H: -3.056 1.657 2.444
H: -3.732 0.040 2.402
H: -2.119 0.245 2.987

Cartesian forces, eV/Å:
C 1.4523 0.0844 1.1199
C -1.8287 -0.0130 -1.3077
C 0.4387 0.2746 0.2731
N 1.5071 0.6287 -0.2178
C -2.2271 -1.4290 -0.1159
N 0.9676 0.2083 0.6502
H -0.1898 0.2579 -0.3678
H -0.3923 -0.4914 0.2967
H 0.3668 0.0207 -0.0767
H -0.0058 -0.1926 -0.2741
H -0.1632 0.0207 -0.0825
H 0.3688 0.4638 -0.0716
C 0.2363 0.1989 -0.9534
C -1.0334 0.4481 0.6076
H -0.2924 0.1566 0.5662
H 0.1754 -0.2777 -0.1291
H 0.1912 -0.1667 0.4151
H 0.1563 -0.3408 0.1824
H 0.0271 0.0504 -0.2724
H 0.2451 0.0981 -0.2424

=====

[4]
This record from the Open Molecules 2025 dataset describes a 2-piece molecular cluster, C3H5FO2S overall at a distorted geometry. The level of theory is wB97M-V/def2-TZVPD.

The multiplicity is 1. The HOMO energy is -10.1 eV. Its relative energy (zero: lowest compared OMol25 entry of this formula, charge and spin) is 117.4 kJ/mol. Its net charge is 0.

Element x y z (Å)
C: 0.103 1.119 2.689
C: -0.476 -1.413 -0.905
C: 0.040 -0.603 -2.040
O: 0.142 -2.092 -0.159
O: 1.216 1.468 0.460
F: -1.851 -1.380 -0.788
S: 1.383 1.662 1.921
H: -0.172 1.337 3.711
H: -0.837 0.995 2.198
H: 1.046 -0.294 -1.982
H: -0.494 0.321 -2.128
H: -0.099 -1.121 -2.977

Cartesian forces, eV/Å:
C -1.1767 1.1819 0.7973
C 0.2010 -0.4815 0.3327
C -1.0841 0.3439 -0.4012
O -0.2132 0.1772 -0.0248
O 0.4142 0.3337 0.5905
F 0.7235 0.2211 -0.2806
S -0.2598 -0.6940 -0.9155
H 1.1433 -0.1088 0.5359
H -0.1651 -0.7753 -1.0843
H 1.2894 -0.2692 0.6204
H -0.7040 0.4586 0.0285
H -0.1686 -0.3877 -0.1989

=====

[5]
This record from the Open Molecules 2025 dataset describes a 2-piece molecular cluster, C2H7OP overall at a distorted geometry. The level of theory is wB97M-V/def2-TZVPD.

The multiplicity is 1. The HOMO energy is -8.8 eV. Its relative energy (zero: lowest compared OMol25 entry of this formula, charge and spin) is 248.0 kJ/mol. Its net charge is 0.

Element x y z (Å)
C: 1.426 -0.035 0.083
C: -0.542 -0.852 0.117
O: 1.269 1.316 -0.041
P: -1.562 0.644 0.080
H: 1.854 -0.450 -0.815
H: 1.849 -0.388 1.015
H: -0.571 -1.394 1.053
H: -0.578 -1.491 -0.752
H: 0.910 1.694 0.774
H: -2.748 -0.009 -0.268
H: -1.306 0.966 -1.247

Cartesian forces, eV/Å:
C -3.6706 -1.3255 0.1486
C 3.5529 1.1059 0.0303
O 0.3114 0.5549 0.1005
P 0.0493 -0.0623 0.3233
H 0.1011 -0.0652 -0.0493
H 0.0949 -0.0220 0.0302
H -0.1127 -0.1035 0.0622
H -0.0461 -0.1543 -0.0658
H 0.1113 -0.1373 -0.1600
H -0.5187 -0.0695 0.0623
H 0.1272 0.2788 -0.4824

=====

[6]
This record from the Open Molecules 2025 dataset describes a 2-piece molecular cluster, C3H3F overall at a distorted geometry. The level of theory is wB97M-V/def2-TZVPD.

The multiplicity is 1. The HOMO energy is -8.5 eV. Its relative energy (zero: lowest compared OMol25 entry of this formula, charge and spin) is 537.8 kJ/mol. Its net charge is 0.

Element x y z (Å)
C: 1.629 -0.396 -0.188
C: 0.501 0.245 -0.140
C: -1.959 0.827 -0.157
F: -2.254 -0.438 0.040
H: 2.169 -0.640 0.650
H: 1.747 -1.004 -0.976
H: -1.833 1.405 0.770

Cartesian forces, eV/Å:
C -3.0039 2.2156 1.0319
C 0.6087 0.1589 0.4126
C 0.2882 0.1548 -2.2402
F -0.1043 0.3613 1.0005
H 1.4185 -0.0989 2.0716
H 0.6611 -2.0217 -3.3177
H 0.1316 -0.7700 1.0413

=====

[7]
This record from the Open Molecules 2025 dataset describes a 3-piece molecular cluster, C19H50IN6O3P2 overall at a distorted geometry. The level of theory is wB97M-V/def2-TZVPD.

The multiplicity is 1. The HOMO energy is -1.7 eV. Its relative energy (zero: lowest compared OMol25 entry of this formula, charge and spin) is 0.0 kJ/mol. Its net charge is -1.

Element x y z (Å)
C: 1.655 0.416 0.764
C: 0.376 -0.317 0.318
C: 0.108 -0.351 -1.186
I: 2.086 -0.848 -2.265
C: -1.012 -1.144 -1.678
C: -1.337 -2.447 -0.949
C: -0.369 -3.648 -1.152
C: 0.460 -4.040 0.081
O: 1.853 -3.773 -0.083
H: 2.535 -0.190 0.553
H: 1.771 1.381 0.273
H: 1.628 0.531 1.853
H: 0.429 -1.319 0.745
H: -0.456 0.227 0.771
H: -0.094 0.673 -1.499
H: -1.891 -0.496 -1.547
H: -1.485 -2.338 0.148
H: -2.302 -2.764 -1.338
H: 0.306 -3.474 -1.988
H: -0.986 -4.517 -1.399
H: 0.053 -3.567 0.978
H: 0.399 -5.126 0.200
H: 2.108 -2.998 0.431
O: -4.633 -2.313 -0.360
P: -5.638 -1.942 0.645
N: -5.589 -3.159 1.826
C: -6.705 -3.935 2.313
C: -4.261 -3.522 2.307
N: -7.099 -1.971 -0.233
C: -8.383 -2.376 0.297
C: -6.992 -2.292 -1.654
N: -6.149 -0.645 1.626
C: -6.126 0.642 0.896
C: -5.430 -0.457 2.896
H: -7.548 -3.308 2.614
H: -6.412 -4.482 3.210
H: -7.062 -4.669 1.581
H: -3.875 -2.804 3.043
H: -3.544 -3.571 1.485
H: -4.280 -4.503 2.782
H: -8.499 -3.466 0.333
H: -9.183 -1.983 -0.339
H: -8.552 -1.964 1.291
H: -6.857 -3.365 -1.834
H: -6.159 -1.767 -2.111
H: -7.905 -1.968 -2.161
H: -5.110 0.951 0.635
H: -6.579 1.419 1.513
H: -6.707 0.560 -0.020
H: -4.349 -0.345 2.769
H: -5.621 -1.290 3.570
H: -5.810 0.442 3.382
O: 3.935 3.034 -1.431
P: 5.359 3.324 -1.199
N: 6.086 1.884 -0.704
C: 6.866 1.701 0.499
C: 5.820 0.689 -1.504
N: 5.299 4.487 0.052
C: 6.276 4.621 1.111
C: 3.971 4.875 0.516
N: 6.716 4.065 -1.926
C: 6.358 5.311 -2.633
C: 7.503 3.232 -2.850
H: 7.647 2.459 0.609
H: 7.389 0.745 0.457
H: 6.251 1.701 1.405
H: 6.435 0.668 -2.415
H: 4.777 0.606 -1.814
H: 6.044 -0.211 -0.934
H: 6.128 3.891 1.916
H: 6.201 5.618 1.557
H: 7.292 4.532 0.730
H: 3.522 4.128 1.183
H: 3.296 5.029 -0.320
H: 4.046 5.822 1.058
H: 5.720 5.125 -3.504
H: 7.265 5.816 -2.969
H: 5.832 5.984 -1.958
H: 6.907 2.806 -3.663
H: 7.991 2.422 -2.312
H: 8.290 3.846 -3.290

Cartesian forces, eV/Å:
C -0.2063 -0.4438 0.3195
C 1.5456 0.1957 -0.1576
C -2.4482 0.0151 0.4896
I 0.8893 -0.1100 -0.4685
C 0.2848 0.0963 1.3973
C 0.2838 -0.1501 -0.5265
C -0.3429 0.1955 0.4480
C 0.1301 -0.2545 -0.7001
O 0.2053 0.0050 0.5119
H 0.0926 0.1086 -0.1989
H 0.0455 0.0711 0.0218
H -0.0117 0.2850 0.0186
H -0.2988 -0.1019 -0.0304
H -0.3094 -0.2513 -0.0947
H 0.5454 0.1203 -0.1766
H -0.0681 0.1031 -0.8778
H -0.0400 0.0165 0.0070
H -0.1475 0.0458 0.1446
H 0.0504 0.0343 -0.0262
H 0.0482 -0.0636 -0.1136
H 0.0595 0.0051 0.0904
H -0.0381 -0.0273 0.2269
H -0.1547 0.0511 -0.3240
O 1.2646 1.8191 0.3665
P -3.4950 -2.6994 0.1834
N 0.3065 0.2248 0.0473
C -0.1832 0.1670 0.1891
C 0.2643 -0.0243 -0.1840
N 0.1695 -0.2678 -0.3154
C -0.1904 0.3768 0.1577
C 0.0910 -0.1153 -0.0713
N 1.9195 0.9043 -0.3908
C -0.2800 0.0183 -0.1697
C -0.0849 -0.1983 0.2206
H 0.0054 -0.0209 -0.0659
H 0.1185 0.0003 -0.0357
H -0.0210 0.0045 0.0300
H -0.0059 -0.0686 0.0232
H -0.0337 0.0599 -0.0131
H -0.1048 -0.0196 -0.0260
H -0.0544 0.0272 -0.0032
H 0.0486 0.0104 -0.0528
H 0.1230 -0.0376 0.0350
H -0.0180 0.0045 -0.0462
H 0.0919 -0.0706 0.0667
H -0.0580 -0.0176 0.0920
H 0.0071 0.0339 0.0602
H -0.0025 -0.0456 0.0679
H 0.0177 -0.0892 -0.0114
H 0.0017 0.0709 0.0085
H 0.0378 -0.0971 -0.1055
H -0.0101 0.0425 -0.0797
O 0.1193 0.4593 -2.3516
P 1.1218 -0.2468 4.2604
N -0.1014 -0.0484 -0.2898
C 0.2874 0.1485 0.0030
C -0.1988 -0.0265 -0.3019
N -0.3179 -0.1402 0.1437
C 0.2893 0.3001 -0.1460
C -0.1336 -0.1185 0.0537
N -1.0594 -0.1372 -1.9190
C 0.0103 0.2201 0.2549
C 0.1967 -0.1781 0.1635
H -0.0610 0.0000 0.0200
H -0.0943 -0.0505 -0.0781
H 0.0322 -0.0068 0.0000
H 0.0341 -0.0762 0.0610
H -0.0549 0.1414 0.1085
H -0.0045 0.0566 0.1071
H 0.0319 0.0505 0.0199
H -0.0677 0.0079 -0.0294
H -0.0376 -0.1020 -0.0680
H -0.0361 0.0329 0.0105
H -0.0042 -0.1287 -0.0315
H 0.1060 -0.0264 0.0341
H 0.0594 -0.0018 -0.0470
H 0.0471 -0.0579 0.0091
H -0.0396 -0.0690 0.0500
H 0.0237 0.0329 -0.0479
H -0.1364 -0.0468 0.0563
H -0.0517 0.0728 -0.0034

=====

[8]
This record from the Open Molecules 2025 dataset describes a single C2H2N2OS molecule at a distorted geometry. The level of theory is wB97M-V/def2-TZVPD.

The multiplicity is 1. The HOMO energy (spin up / spin down) is -8.7 / -8.7 eV. Its relative energy (zero: lowest compared OMol25 entry of this formula, charge and spin) is 473.2 kJ/mol. Its net charge is 0.

Element x y z (Å)
C: -1.345 -1.285 0.762
C: 0.055 -1.321 -0.165
N: 0.425 0.436 -1.719
N: 0.380 -0.541 -1.034
O: -2.342 -1.126 0.106
S: -0.129 -2.871 0.449
H: -1.250 -0.901 1.859
H: 0.934 1.344 -1.684

Cartesian forces, eV/Å:
C -0.8033 1.3671 0.7827
C 0.0914 -0.2543 0.0571
N -1.4693 1.2085 -2.7625
N 0.8415 0.8810 2.0663
O -0.2057 -0.1705 0.3330
S 0.4733 -0.6331 0.1848
H 0.4967 -0.8135 -1.8473
H 0.5755 -1.5852 1.1859

=====

- Which value of relative energy (zero: lowest compared OMol25 entry of this formula, charge and spin) does entry 5 give?
  248.0 kJ/mol